Record 1
A molecular structure, C5H7N2O. Source: OMol25; level of theory: ωB97M-V/def2-TZVPD.

Each line ends with the Mulliken charge.
CARTESIAN COORDINATES (ANGSTROEM)
C -0.247 -0.374 -2.573  -0.524
C -0.505 0.629 -1.693  0.304
C 1.445 -1.171 -0.134  0.013
C -0.016 -0.829 -0.145  0.010
C -1.092 1.378 0.721  -0.896
N -0.556 -1.267 -1.554  -0.095
N -0.222 0.656 -0.255  0.036
O 2.309 -0.322 -0.083  -0.418
H 1.746 -2.202 -0.497  0.360
H -0.590 -1.394 0.657  0.426
H -1.174 2.436 0.450  0.343
H -2.095 0.995 0.565  0.372
H -0.728 0.984 1.607  0.422
H -1.274 -1.910 -1.679  0.224
H 0.741 1.025 -0.193  0.425

Output
E_HOMO (eV): -13.8
ΔE to the lowest compared entry with this formula, charge and spin (eV): 7.671
Charge: +1
Kohn-Sham gap (eV): 7.7



Record 2
A molecular structure, C24H36Ag2NO15. Source: OMol25; level of theory: ωB97M-V/def2-TZVPD.

Each line ends with the Mulliken charge.
CARTESIAN COORDINATES (ANGSTROEM)
Ag 9.733 29.644 2.979  0.678
Ag 9.002 26.256 3.922  0.736
N 6.563 28.294 3.373  0.769
O 5.459 28.286 2.803  -0.307
O 6.881 27.322 4.129  -0.642
O 7.345 29.285 3.222  -0.402
O 1.789 32.717 2.715  -0.513
C 2.948 32.887 2.738  0.428
O 3.532 33.882 2.050  -0.387
C 4.849 33.506 1.698  -0.053
C 5.301 32.446 2.735  0.369
C 3.991 31.974 3.362  -0.101
H 5.529 34.355 1.726  -0.026
H 4.886 33.126 0.671  0.150
H 5.961 32.882 3.479  0.317
H 5.846 31.668 2.202  -0.263
H 3.946 32.054 4.445  0.398
H 3.710 30.955 3.090  -0.307
O 1.081 24.784 1.845  -0.522
C 1.421 25.845 1.537  0.352
O 2.497 25.991 0.728  -0.356
C 2.782 27.363 0.447  0.679
C 1.589 28.184 0.988  -0.651
C 0.873 27.206 1.934  -0.282
H 2.801 27.525 -0.635  0.158
H 3.739 27.644 0.887  -0.439
H 0.877 28.504 0.224  0.340
H 1.863 29.111 1.508  0.252
H -0.207 27.239 1.879  0.462
H 1.196 27.371 2.969  0.060
O 7.698 25.032 2.592  -0.464
C 6.976 24.354 1.857  0.237
O 6.343 23.271 2.304  -0.354
C 5.456 22.729 1.248  -0.333
C 6.102 23.235 -0.040  -0.602
C 6.641 24.613 0.385  0.311
H 4.466 23.127 1.465  0.158
H 5.463 21.653 1.362  0.381
H 5.407 23.381 -0.864  0.345
H 6.900 22.552 -0.309  0.336
H 5.883 25.398 0.447  -0.289
H 7.567 24.848 -0.132  0.374
O 5.749 27.122 -2.774  -0.125
C 5.879 28.069 -2.059  0.568
O 5.662 27.962 -0.825  -0.101
C 6.301 29.053 -0.073  -0.006
C 6.968 29.952 -1.103  -0.353
C 6.421 29.406 -2.460  -0.537
H 6.985 28.584 0.626  -0.016
H 5.551 29.570 0.522  0.257
H 8.047 29.817 -1.096  0.323
H 6.740 31.006 -0.987  0.257
H 7.197 29.335 -3.219  0.399
H 5.586 29.991 -2.864  0.333
O 9.046 31.406 1.752  -0.490
C 9.122 32.573 1.477  0.292
O 8.190 33.420 1.821  -0.236
C 8.547 34.763 1.478  -0.440
C 9.696 34.643 0.482  -0.619
C 10.232 33.256 0.742  -0.231
H 8.874 35.246 2.397  0.290
H 7.708 35.328 1.089  0.379
H 10.484 35.387 0.597  0.322
H 9.386 34.801 -0.552  0.305
H 11.204 33.179 1.228  0.337
H 10.382 32.670 -0.179  0.247
O 2.021 24.477 7.416  -0.133
C 2.685 24.909 6.471  0.458
O 3.801 25.397 6.666  -0.253
C 4.364 26.009 5.439  -0.316
C 3.275 25.806 4.371  0.574
C 2.155 25.042 5.049  -0.474
H 5.267 25.470 5.197  0.141
H 4.567 27.048 5.644  0.286
H 3.669 25.257 3.518  -0.109
H 2.942 26.773 4.005  -0.166
H 1.764 24.163 4.539  0.517
H 1.244 25.648 5.219  0.322

Output
E_HOMO (spin up / spin down) (eV): -15.7 / -15.7
Spin multiplicity: 3
Charge: +3
Kohn-Sham gap (spin up / spin down) (eV): 6.1 / 2.4



Record 3
A single C6H11NO molecule. Source: OMol25; level of theory: ωB97M-V/def2-TZVPD.

Each line ends with the Mulliken charge.
CARTESIAN COORDINATES (ANGSTROEM)
C -0.114 1.200 2.508  0.038
N 0.291 1.664 1.314  -0.669
C 0.038 0.794 0.246  -0.170
C 0.782 -0.531 0.309  -0.675
C 0.489 -1.270 -0.968  -0.123
C -0.551 -0.878 -1.983  -0.403
C -0.478 -0.668 -3.638  -1.081
O -0.516 0.059 2.854  -0.574
H 0.046 1.721 3.499  0.387
H -1.062 0.504 0.197  0.276
H 0.203 1.363 -0.704  0.292
H 1.804 -0.304 0.628  0.344
H 0.585 -1.098 1.228  0.338
H 0.995 -2.218 -1.006  0.417
H 0.971 -0.573 -1.689  0.174
H -1.524 -1.290 -1.838  0.404
H -0.611 -1.699 -3.966  0.330
H 0.537 -0.331 -3.761  0.367
H -1.258 0.019 -3.972  0.327

Output
E_HOMO (eV): -7.7
ΔE to the lowest compared entry with this formula, charge and spin (eV): 8.532
Kohn-Sham gap (eV): 4.5



Record 4
3 unconnected molecules or ions with the total composition C6H13O2. Source: OMol25; level of theory: ωB97M-V/def2-TZVPD.

Each line ends with the Mulliken charge.
CARTESIAN COORDINATES (ANGSTROEM)
C -1.467 -1.584 -0.845  -1.083
O -3.479 -0.059 0.062  -0.772
C -0.352 -0.870 -0.128  0.029
C 0.798 -0.122 -0.923  -0.705
C 1.917 0.390 0.016  0.909
C 3.221 0.014 -0.265  -1.071
C 1.539 1.233 1.024  -1.004
H -1.733 -1.256 -1.802  0.470
H -1.378 -2.674 -0.799  0.280
H 0.232 -1.437 0.605  0.394
H -0.678 -0.017 0.544  -0.079
H 0.332 0.700 -1.455  0.336
H 1.166 -0.810 -1.749  0.295
H 4.033 0.410 0.336  0.303
H 3.434 -0.601 -1.099  0.297
H -2.578 1.817 1.993  0.162
H 0.530 1.644 1.175  0.321
H 2.259 1.514 1.799  0.251
H -2.949 0.594 0.546  0.409
H -2.822 -0.789 -0.333  0.336
O -2.024 1.906 1.300  -1.078

Output
E_HOMO (eV): -2.7
ΔE to the lowest compared entry with this formula, charge and spin (eV): 8.378
Charge: -1
Kohn-Sham gap (eV): 3.3



Record 5
2 unconnected molecules or ions with the total composition C3H5NO. Source: OMol25; level of theory: ωB97M-V/def2-TZVPD.

Each line ends with the Mulliken charge.
CARTESIAN COORDINATES (ANGSTROEM)
C 0.406 -0.636 -0.869  -0.294
C -0.592 1.125 0.887  -0.145
C 0.361 0.245 0.258  0.129
N -0.506 -1.419 -1.111  -0.548
O 0.625 1.578 0.336  -0.359
H 1.312 -0.629 -1.581  0.309
H -1.513 1.263 0.508  0.316
H -0.367 1.139 1.970  0.245
H 0.791 -0.723 1.534  0.079
H -0.517 -1.944 -1.933  0.269

Output
E_HOMO (spin up / spin down) (eV): -6.2 / -9.9
ΔE to the lowest compared entry with this formula, charge and spin (eV): 4.049
Spin multiplicity: 3
Kohn-Sham gap (spin up / spin down) (eV): 7.3 / 7.4



Record 6
A molecular structure, C12H18F9FeO6. Source: OMol25; level of theory: ωB97M-V/def2-TZVPD.

Each line ends with the Mulliken charge.
CARTESIAN COORDINATES (ANGSTROEM)
Fe -12.276 -14.976 0.089  1.274
C -12.021 -12.383 0.805  0.417
O -11.518 -13.144 -0.307  -0.642
O -13.140 -13.161 1.171  -0.722
C -10.899 -12.051 1.792  0.657
F -11.406 -12.105 3.001  -0.258
F -9.831 -12.847 1.804  -0.223
F -10.395 -10.789 1.608  -0.297
C -10.831 -12.387 -1.283  -0.477
C -10.664 -13.529 -2.355  -0.850
H -9.902 -14.238 -2.032  0.218
H -11.652 -13.948 -2.545  0.011
H -10.174 -13.066 -3.212  0.544
H -9.909 -11.909 -0.953  0.342
H -11.342 -11.563 -1.780  0.337
H -12.447 -11.441 0.461  0.529
C -14.395 -16.014 -1.521  0.431
O -12.956 -16.056 -1.515  -0.405
O -14.416 -15.256 -0.331  -0.818
C -15.074 -15.536 -2.857  0.592
F -14.323 -14.563 -3.406  -0.242
F -15.197 -16.511 -3.801  -0.255
F -16.267 -14.945 -2.647  -0.253
C -12.336 -16.928 -2.514  -0.497
C -12.260 -18.428 -1.969  -1.244
H -11.631 -18.429 -1.079  0.159
H -13.217 -18.947 -1.915  0.372
H -11.721 -19.081 -2.656  0.442
H -11.303 -16.609 -2.654  0.284
H -12.655 -16.890 -3.555  0.522
H -14.626 -17.031 -1.205  0.469
C -10.319 -16.459 1.302  0.435
O -11.635 -16.187 1.752  -0.404
O -10.275 -15.924 0.009  -0.731
C -9.255 -16.198 2.413  0.598
F -9.725 -15.296 3.298  -0.247
F -8.991 -17.279 3.226  -0.316
F -8.045 -15.926 2.046  -0.268
C -12.236 -17.005 2.710  -0.355
C -13.634 -16.444 3.001  -1.221
H -14.385 -17.013 2.453  0.324
H -13.991 -16.661 4.007  0.420
H -13.859 -15.396 2.802  0.241
H -11.607 -16.964 3.599  0.339
H -12.477 -18.038 2.460  0.297
H -10.283 -17.545 1.214  0.473

Output
E_HOMO (spin up / spin down) (eV): -10.0 / -9.6
Spin multiplicity: 6
Kohn-Sham gap (spin up / spin down) (eV): 10.5 / 7.6



Record 7
2 unconnected molecules or ions with the total composition C4H11NO2. Source: OMol25; level of theory: ωB97M-V/def2-TZVPD.

Each line ends with the Mulliken charge.
CARTESIAN COORDINATES (ANGSTROEM)
O 1.708 1.182 0.892  -0.470
C 0.849 1.704 0.240  -0.205
C -0.441 1.060 -0.210  0.220
C -0.318 -0.454 -0.446  -0.171
C -1.715 -1.072 -0.576  -1.272
N -0.880 1.832 -1.400  -0.686
H 0.962 2.745 -0.128  0.376
H -1.305 1.207 0.450  0.300
H 0.170 -0.898 0.416  0.045
H 0.256 -0.668 -1.347  0.283
H -2.273 -0.786 0.321  0.340
H -2.274 -0.670 -1.420  0.345
H -1.740 -2.154 -0.643  0.371
H -1.606 1.384 -1.946  0.232
H -0.096 1.960 -2.022  0.240
H 1.632 -2.898 0.976  0.338
H 0.235 -2.818 1.673  0.349
O 1.002 -3.398 1.528  -0.635

Output
E_HOMO (eV): -9.9
ΔE to the lowest compared entry with this formula, charge and spin (eV): 1.388
Kohn-Sham gap (eV): 10.6
SMILES: CC[C@H](N)C=O.O



Record 8
A molecular structure, C35H39GeN6O5RhS3. Source: OMol25; level of theory: ωB97M-V/def2-TZVPD.

Each line ends with the Mulliken charge.
CARTESIAN COORDINATES (ANGSTROEM)
Rh -0.360 -0.310 0.219  0.624
C -5.317 1.104 -1.203  -0.877
S -5.167 -0.206 0.023  0.031
C -3.458 -0.535 0.071  0.504
S -2.335 0.391 -0.899  -0.356
N -3.162 -1.523 0.878  -1.416
N -1.845 -1.762 0.918  1.114
C -1.347 -2.717 1.662  -0.679
C 0.045 -2.912 1.535  0.579
C 0.885 -3.652 2.419  -0.810
C 2.217 -3.705 2.220  -0.868
C 2.862 -3.120 1.000  0.390
C 1.857 -2.452 0.141  -1.454
N 0.623 -2.262 0.440  -0.707
H -6.383 1.316 -1.257  0.373
H -4.966 0.771 -2.176  0.309
H -4.783 2.001 -0.898  0.285
H -1.965 -3.290 2.343  0.731
H 0.435 -4.126 3.281  0.477
H 2.846 -4.227 2.926  0.438
H 3.347 -3.926 0.434  0.706
H 2.199 -2.014 -0.790  1.452
C 5.986 4.406 -0.079  -0.534
C 5.248 4.072 -1.206  -0.712
C 4.440 2.947 -1.194  -0.339
C 4.350 2.144 -0.054  0.183
C 5.106 2.486 1.067  -0.346
C 5.919 3.611 1.054  -0.772
Ge 3.195 0.587 -0.124  1.348
C 3.285 -0.146 -1.920  -0.005
C 4.517 -0.512 -2.461  -0.312
C 4.600 -1.025 -3.748  -0.837
C 3.451 -1.166 -4.513  -0.502
C 2.220 -0.793 -3.993  -0.806
C 2.139 -0.287 -2.704  0.021
C 3.500 -0.621 1.378  0.496
C 4.022 -2.038 1.250  0.254
C 4.811 -2.480 2.441  -1.237
C 4.730 -1.847 3.633  -0.566
C 3.983 -0.653 3.768  -1.135
C 3.452 -0.039 2.617  -1.498
H 6.620 5.283 -0.089  0.399
H 5.309 4.685 -2.096  0.420
H 3.882 2.686 -2.087  0.377
H 5.083 1.865 1.953  0.351
H 6.505 3.863 1.928  0.420
H 5.427 -0.384 -1.884  0.465
H 5.561 -1.307 -4.156  0.436
H 3.516 -1.560 -5.518  0.398
H 1.324 -0.894 -4.591  0.449
H 1.168 0.002 -2.309  0.209
H 4.649 -2.109 0.352  0.588
H 5.391 -3.390 2.343  0.490
H 5.256 -2.241 4.492  0.419
H 3.898 -0.172 4.731  0.585
H 3.030 0.956 2.723  0.939
C 1.083 2.431 -0.475  -1.168
O 1.452 1.155 0.053  0.591
H 1.028 2.406 -1.566  0.353
H 1.798 3.197 -0.171  0.335
H 0.099 2.689 -0.079  0.229
C -4.360 -3.939 5.514  -1.164
C -4.630 -2.441 5.530  -0.512
S -3.129 -1.559 5.173  1.100
O -2.147 -1.854 6.186  -0.740
O -2.789 -1.778 3.786  -0.476
C -3.574 0.169 5.352  -0.908
C -2.337 1.069 5.446  -1.124
N -1.328 0.768 4.430  0.180
C -1.515 0.896 3.096  0.609
N -0.543 0.302 2.421  0.453
C 0.305 -0.240 3.343  -0.426
C -0.160 0.046 4.582  -0.032
N 0.520 -0.226 5.817  1.289
O 1.389 -1.071 5.763  -0.630
O 0.273 0.473 6.779  -0.696
C -2.701 1.556 2.499  -1.894
H -5.288 -4.473 5.712  0.407
H -3.631 -4.209 6.276  0.339
H -3.986 -4.255 4.541  0.272
H -4.979 -2.099 6.504  0.450
H -5.343 -2.145 4.760  0.360
H -4.145 0.271 6.275  0.672
H -4.216 0.416 4.508  0.376
H -1.858 0.961 6.413  0.464
H -2.642 2.108 5.328  0.429
H 1.199 -0.779 3.090  0.345
H -2.986 2.446 3.059  0.549
H -3.548 0.867 2.470  0.164
H -2.476 1.837 1.473  0.315

Output
E_HOMO (spin up / spin down) (eV): -9.5 / -10.8
ΔE to the lowest compared entry with this formula, charge and spin (eV): 1.017
Spin multiplicity: 6
Charge: +1
Kohn-Sham gap (spin up / spin down) (eV): 7.0 / 6.8



Record 9
A molecular structure, C34H45NO29S6. Source: OMol25; level of theory: ωB97M-V/def2-TZVPD.

Each line ends with the Mulliken charge.
CARTESIAN COORDINATES (ANGSTROEM)
C -0.217 -4.220 0.526  -0.744
C -0.407 -3.848 -1.071  0.623
N -1.400 -4.544 -1.773  -0.749
C 0.465 -2.743 -1.913  -0.797
C 0.867 -1.391 -1.013  0.284
C 2.332 -1.377 -0.207  -0.879
O 3.127 -2.641 -0.351  -0.308
C 2.847 -0.088 0.712  0.464
C 4.292 -0.212 1.477  -0.531
C 5.472 0.772 0.899  0.059
O 6.109 1.463 2.068  -0.594
C 1.890 1.237 0.854  0.361
C 0.425 1.226 0.048  0.220
C -0.086 -0.060 -0.869  0.831
C -1.571 -0.073 -1.637  -0.959
O -2.363 -1.299 -1.290  -0.303
C -3.246 -1.032 -0.138  0.305
C -2.680 -0.519 1.350  0.090
C -3.674 -0.261 2.656  -0.461
C -5.300 -0.507 2.542  -0.426
C -5.904 -0.994 1.074  -0.326
C -4.890 -1.253 -0.215  -0.418
C -0.507 2.597 0.274  0.197
O -1.256 3.158 -0.681  -0.575
C -0.381 3.252 1.808  -0.255
C 0.940 3.252 2.555  -0.286
C 2.263 2.577 1.784  0.382
O 3.485 3.106 1.885  -0.555
H -1.216 -4.618 1.035  0.313
H 0.557 -5.116 0.623  0.169
H 0.112 -3.287 1.171  0.164
H -1.398 -4.233 -2.784  0.293
H -0.237 -2.330 -2.785  0.266
H 1.414 -3.236 -2.394  0.360
H 3.742 -2.421 -1.133  0.265
H 4.672 -1.327 1.297  -0.141
H 4.131 -0.130 2.653  0.462
H 5.015 1.660 0.245  0.006
H 6.332 0.198 0.345  0.294
H 5.435 1.618 2.793  0.326
H -2.245 0.831 -1.324  0.362
H -1.474 -0.050 -2.806  0.229
H -1.525 -0.357 1.513  0.287
H -3.277 0.085 3.721  0.275
H -6.030 -0.351 3.470  0.281
H -7.064 -1.187 0.938  0.276
H -5.406 -1.614 -1.218  0.253
H -1.294 3.719 2.388  0.210
H 1.053 3.673 3.647  0.286
C 4.383 -5.130 0.969  0.427
C 4.562 -6.142 -0.160  -0.314
O 5.023 -7.332 0.476  -0.350
S 4.376 -7.419 1.971  1.141
O 3.214 -8.276 1.910  -0.544
O 5.447 -7.610 2.921  -0.573
O 3.865 -5.874 2.070  -0.306
H 5.344 -4.701 1.270  0.258
H 3.696 -4.324 0.696  -0.293
H 5.278 -5.804 -0.913  0.396
H 3.605 -6.366 -0.643  0.235
C 2.710 2.783 -2.902  0.428
C 3.878 3.759 -2.776  -0.416
O 5.033 2.939 -2.614  -0.335
S 4.815 1.548 -3.437  0.989
O 5.471 1.674 -4.720  -0.590
O 5.053 0.443 -2.537  -0.447
O 3.208 1.690 -3.671  -0.235
H 2.409 2.401 -1.921  -0.254
H 1.846 3.235 -3.396  0.240
H 3.764 4.437 -1.928  0.338
H 4.004 4.342 -3.694  0.352
C -2.448 5.363 6.886  -0.430
C -1.356 5.188 5.834  -0.363
O -1.860 4.205 4.933  -0.228
S -3.484 4.341 4.855  1.031
O -3.815 5.128 3.688  -0.337
O -4.064 3.045 5.121  -0.568
O -3.681 5.279 6.173  -0.306
H -2.422 4.550 7.619  0.306
H -2.371 6.322 7.405  0.322
H -0.407 4.862 6.268  0.335
H -1.199 6.114 5.271  0.297
C 2.848 -10.015 -1.772  -0.299
C 3.770 -10.668 -2.798  -0.371
O 3.500 -9.994 -4.026  -0.309
S 3.095 -8.448 -3.703  1.096
O 4.273 -7.627 -3.875  -0.539
O 1.835 -8.161 -4.348  -0.545
O 2.831 -8.628 -2.104  -0.222
H 1.827 -10.399 -1.860  0.262
H 3.203 -10.158 -0.748  0.289
H 3.588 -11.741 -2.899  0.320
H 4.823 -10.500 -2.546  0.296
C -7.790 7.938 2.954  -0.374
C -6.622 8.913 3.079  -0.325
O -5.467 8.093 3.241  -0.307
S -5.685 6.702 2.418  1.092
O -5.029 6.829 1.136  -0.581
O -5.447 5.597 3.318  -0.422
O -7.292 6.844 2.184  -0.322
H -8.091 7.555 3.934  0.268
H -8.654 8.390 2.459  0.309
H -6.736 9.592 3.928  0.315
H -6.496 9.497 2.161  0.291
C -3.428 3.022 -6.412  -0.368
C -3.366 2.217 -5.116  -0.352
O -2.086 1.590 -5.127  -0.224
S -1.026 2.563 -5.898  1.106
O -0.300 3.318 -4.901  -0.527
O -0.375 1.797 -6.935  -0.561
O -2.117 3.555 -6.593  -0.314
H -3.654 2.376 -7.266  0.293
H -4.165 3.829 -6.362  0.311
H -4.161 1.470 -5.052  0.355
H -3.413 2.874 -4.242  0.265

Output
E_HOMO (eV): -8.4
Kohn-Sham gap (eV): 6.5